[1]
C43H63N6O13P3SY | ωB97M-V with the def2-TZVPD basis set

## Properties
* strongest force on any atom: 1.8 eV Å⁻¹
* LUMO level: 2.10 eV
* total charge: -1
* gap between HOMO and LUMO: 6.8 eV
* multiplicity: 1
* calculated total energy: -4444.067274 Eh

Last column: Mulliken charge in e.
Positions of all 130 atoms, in Å:
1 Y 0.7962 0.3682 1.3046  0.703
2 C -1.5647 3.5726 3.1011  -0.430
3 O -0.9913 4.7836 2.6371  -0.398
4 C 0.2837 4.7607 2.1256  -0.158
5 C 0.9518 5.9634 2.2471  -0.657
6 C 2.2700 6.1188 1.8241  -0.733
7 C 2.9275 5.0286 1.3128  -0.945
8 C 2.2832 3.7920 1.1677  1.041
9 C 3.1084 2.6707 0.8035  -1.057
10 N 2.7331 1.4460 0.8077  1.075
11 N 3.7731 0.5257 0.7239  -1.085
12 C 3.6006 -0.4673 1.5644  0.620
13 O 2.6100 -0.5906 2.3697  -0.698
14 C 4.7194 -1.4516 1.6298  0.090
15 C 4.5447 -2.6210 2.3615  0.071
16 C 5.5750 -3.5398 2.4818  -0.760
17 C 6.8008 -3.2901 1.8823  -0.361
18 C 6.9849 -2.1208 1.1559  -0.688
19 C 5.9501 -1.2098 1.0243  -0.383
20 C 0.9055 3.6266 1.4992  0.460
21 O 0.2393 2.5543 1.1862  0.727
22 H -2.4344 3.8716 3.6900  0.076
23 H -0.8668 3.0064 3.7224  0.516
24 H -1.8882 2.9494 2.2672  0.019
25 H 0.4155 6.7910 2.6946  0.452
26 H 2.7720 7.0714 1.9316  0.373
27 H 3.9701 5.0981 1.0232  0.373
28 H 4.1711 2.8694 0.6474  0.205
29 H 3.5884 -2.7805 2.8389  0.296
30 H 5.4246 -4.4507 3.0487  0.409
31 H 7.6099 -4.0035 1.9821  0.384
32 H 7.9451 -1.9213 0.6956  0.387
33 H 6.0707 -0.2947 0.4623  0.486
34 C -5.8653 0.1502 5.8121  -1.592
35 C -4.9227 -0.1225 4.6724  1.161
36 C -3.8564 0.7290 4.4137  -0.713
37 C -2.9501 0.4496 3.4031  0.389
38 C -3.1022 -0.7052 2.6565  -0.942
39 C -4.1838 -1.5495 2.8722  -0.850
40 C -5.0961 -1.2482 3.8675  -0.897
41 S -1.8572 -1.2133 1.4712  2.319
42 O -2.4132 -2.4649 0.9439  -1.089
43 O -1.7095 -0.2086 0.4017  -0.458
44 N -0.4390 -1.3929 2.1009  0.232
45 C -0.3380 -1.5473 3.5501  -0.824
46 C -0.2288 -0.1531 4.2306  0.162
47 O -0.5500 -0.0567 5.4095  -0.817
48 O 0.1703 0.7870 3.4612  -0.500
49 H -5.5959 1.0711 6.3257  0.333
50 H -5.8253 -0.6683 6.5325  0.337
51 H -6.8945 0.2335 5.4587  0.366
52 H -3.7101 1.6141 5.0190  0.319
53 H -2.1238 1.1150 3.2026  -0.707
54 H -4.2895 -2.4272 2.2511  0.505
55 H -5.9460 -1.9000 4.0338  0.395
56 H 0.5879 -2.0814 3.7760  0.323
57 H -1.1826 -2.1045 3.9653  0.548
58 C 1.7316 -4.2735 -3.9588  -1.334
59 C 1.6591 -4.5591 -2.4672  0.917
60 C 2.6504 -5.6225 -2.0236  -1.559
61 O 1.9497 -3.3391 -1.7666  0.268
62 P 1.0359 -2.8087 -0.5818  -0.893
63 O 1.7151 -1.7011 0.1065  0.121
64 C -0.5446 -2.2953 -1.3379  -0.419
65 P -0.2496 -0.5652 -1.8353  -0.667
66 O 0.4952 0.4225 -1.0239  -0.201
67 O -1.5255 0.1526 -2.4182  0.053
68 C -2.6999 -0.3010 -3.1083  0.528
69 C -2.3426 -0.9958 -4.4148  -1.235
70 C -3.5785 -1.1617 -2.2106  -1.145
71 O 0.6190 -0.9647 -3.1354  0.472
72 C 1.5992 -0.0371 -3.6520  1.475
73 C 1.4351 0.0023 -5.1641  -1.615
74 C 2.9839 -0.4893 -3.2216  -1.153
75 O 0.8301 -4.1848 0.1863  0.054
76 C 0.1162 -4.4530 1.4200  2.529
77 C -0.9744 -5.4632 1.1100  -1.721
78 C 1.1283 -4.9499 2.4355  -1.250
79 H 1.4102 -5.1500 -4.5218  0.463
80 H 2.7556 -4.0280 -4.2418  0.307
81 H 1.0907 -3.4252 -4.2006  0.116
82 H 0.6465 -4.8904 -2.2127  0.276
83 H 3.6676 -5.2719 -2.1989  0.321
84 H 2.4854 -6.5454 -2.5803  0.398
85 H 2.5275 -5.8103 -0.9585  0.241
86 H -1.3634 -2.4145 -0.6355  0.029
87 H -0.7369 -2.8675 -2.2455  1.396
88 H -3.2184 0.6366 -3.3244  0.445
89 H -1.7125 -1.8665 -4.2286  0.145
90 H -1.8003 -0.3136 -5.0692  0.283
91 H -3.2532 -1.3155 -4.9221  0.483
92 H -3.2234 -2.1926 -2.1815  0.316
93 H -4.6040 -1.1499 -2.5786  0.520
94 H -3.5488 -0.7664 -1.1972  -0.005
95 H 1.3977 0.9532 -3.2355  -0.302
96 H 1.4594 -1.0117 -5.5666  0.216
97 H 2.2428 0.5803 -5.6119  0.431
98 H 0.4844 0.4652 -5.4289  0.322
99 H 3.1790 -1.4989 -3.5854  0.104
100 H 3.0464 -0.4966 -2.1324  0.013
101 H 3.7394 0.1903 -3.6163  0.563
102 H -0.3266 -3.5319 1.7729  -1.175
103 H -0.5639 -6.2952 0.5346  0.284
104 H -1.7687 -4.9792 0.5439  0.287
105 H -1.3956 -5.8434 2.0404  0.435
106 H 1.5931 -5.8770 2.0932  0.371
107 H 0.6453 -5.1175 3.3977  0.365
108 H 1.9027 -4.1931 2.5542  0.126
109 C -3.1352 4.6089 -3.0904  -1.012
110 N -2.5432 3.3063 -2.8187  0.260
111 C -1.1819 3.2923 -3.3456  -0.186
112 N -0.3493 4.3783 -2.8496  0.228
113 C -1.0082 5.6451 -3.1193  -1.035
114 N -2.3631 5.7371 -2.5850  0.087
115 C -2.3453 5.7342 -1.1185  -1.447
116 P -1.5884 4.2039 -0.3085  1.025
117 C -2.5469 3.0036 -1.3823  -0.233
118 C -0.0708 4.2129 -1.4210  0.018
119 H -4.1354 4.6450 -2.6497  0.446
120 H -3.2250 4.7209 -4.1770  0.307
121 H -1.2409 3.3791 -4.4375  0.405
122 H -0.7132 2.3460 -3.0780  -0.596
123 H -1.0662 5.7789 -4.2054  0.285
124 H -0.4069 6.4526 -2.6942  0.418
125 H -3.3764 5.8381 -0.7639  0.470
126 H -1.7910 6.6134 -0.7742  0.340
127 H -3.5878 2.9732 -1.0408  0.707
128 H -2.1128 2.0175 -1.2231  -0.696
129 H 0.4546 3.2671 -1.2680  -0.853
130 H 0.5841 5.0271 -1.0952  0.650

***

[2]
C43H66B2F29N12O21S7 | ωB97M-V with the def2-TZVPD basis set

## Properties
* strongest force on any atom: 7.1 eV Å⁻¹
* LUMO level: 2.31 eV
* total charge: -3
* gap between HOMO and LUMO: 3.9 eV
* multiplicity: 1
* calculated total energy: -9648.560824 Eh

Last column: Mulliken charge in e.
Positions of all 180 atoms, in Å:
1 C 0.2783 -6.1775 0.5410  -0.338
2 C 1.0987 -7.5249 0.0748  -0.678
3 N 1.2422 -8.5145 1.1237  0.379
4 C 2.2482 -8.6305 1.9887  -0.270
5 C 2.1496 -9.6907 2.7953  -0.469
6 N 0.9490 -10.3592 2.4507  0.187
7 C 0.3850 -9.5872 1.4034  -0.334
8 C 0.5911 -11.6110 2.9706  -0.861
9 H 0.6451 -5.1614 0.3958  -0.125
10 H -0.0430 -6.1128 1.5806  0.321
11 H -0.6473 -6.2074 -0.0338  0.057
12 H 2.0856 -7.1490 -0.1952  0.262
13 H 0.5957 -7.8980 -0.8174  0.430
14 H 3.0714 -7.9317 1.9711  0.466
15 H 2.8299 -10.0734 3.5418  0.427
16 H -0.5357 -9.8083 0.8839  0.411
17 H -0.4128 -11.5186 3.3852  0.350
18 H 1.2201 -11.9283 3.8024  0.303
19 H 0.6185 -12.4513 2.2769  0.335
20 C 0.6649 -2.2172 -1.1062  -0.493
21 C 0.1365 -0.7579 -1.3659  -0.407
22 N 0.2899 -0.0112 -0.2480  1.025
23 C 1.5255 0.4670 0.3075  -1.062
24 C 1.1222 1.3977 1.2664  -1.143
25 N -0.2050 1.2425 1.5897  1.035
26 C -0.6832 0.3786 0.5995  -1.062
27 C -0.9200 1.9102 2.7196  1.565
28 H 1.6457 -2.0588 -0.6577  0.273
29 H 0.6846 -2.8353 -2.0038  -0.081
30 H 0.0547 -2.5719 -0.2756  0.127
31 H -0.9143 -0.7498 -1.6556  0.502
32 H 0.5856 -0.1835 -2.1761  -0.321
33 H 2.4885 0.1826 -0.0901  0.897
34 H 1.7814 2.0098 1.8640  0.853
35 H -1.7375 0.1663 0.5007  0.830
36 H -1.9519 1.6312 2.9332  -0.197
37 H -0.8308 2.9878 2.5821  -0.759
38 H -0.3061 1.6505 3.5820  -0.573
39 C -2.7204 0.2258 6.8423  -1.421
40 C -2.4500 0.5635 5.3448  0.465
41 N -2.2030 -0.6667 4.5880  0.660
42 C -3.0449 -1.2801 3.6601  -0.236
43 C -2.3496 -2.3756 3.2236  -1.058
44 N -1.1911 -2.5514 4.0275  0.376
45 C -1.1361 -1.4688 4.8224  -0.480
46 C -0.2210 -3.6059 4.0276  -0.554
47 H -3.3358 0.9501 7.3759  0.384
48 H -1.7734 -0.0014 7.3317  0.352
49 H -3.2289 -0.7362 6.9074  0.377
50 H -1.5101 1.0909 5.1821  -0.234
51 H -3.3477 0.9987 4.9056  0.239
52 H -4.0321 -0.8575 3.5448  0.617
53 H -2.6695 -3.2087 2.6153  0.467
54 H -0.3967 -1.4574 5.6096  0.376
55 H -0.2302 -4.1193 4.9890  0.455
56 H 0.8274 -3.3118 4.0771  0.454
57 H -0.2956 -4.4685 3.3653  -0.134
58 C -1.7945 -4.9960 -6.4866  -1.417
59 C -1.0808 -4.8914 -5.1422  0.107
60 N -2.0211 -5.0049 -3.9809  0.502
61 C -2.3283 -3.9973 -3.0884  -0.549
62 C -2.9356 -4.5548 -1.9563  -0.888
63 N -3.2472 -5.8669 -2.2528  0.230
64 C -2.5042 -6.0820 -3.3662  -0.326
65 C -3.8739 -6.9241 -1.3929  -0.810
66 H -1.0772 -4.8797 -7.2990  0.410
67 H -2.4837 -4.1642 -6.6322  0.319
68 H -2.3687 -5.9222 -6.5089  0.360
69 H -0.4442 -4.0367 -4.9137  -0.107
70 H -0.4754 -5.7726 -4.9298  0.351
71 H -1.8785 -3.0154 -3.0844  0.647
72 H -3.2081 -4.1498 -0.9930  0.665
73 H -2.4816 -7.0688 -3.8044  0.440
74 H -4.2733 -6.4777 -0.4822  0.296
75 H -2.9621 -7.4908 -1.2046  0.330
76 H -4.6043 -7.4447 -2.0123  0.291
77 C -1.1725 11.3254 -0.0420  -1.268
78 C -0.3379 10.6572 0.9970  -0.377
79 N -0.6207 9.2681 1.1006  0.371
80 C -1.8934 8.6445 1.1520  -1.025
81 C -1.6149 7.2585 1.2119  -0.225
82 N -0.2442 7.0071 1.4689  0.468
83 C 0.3290 8.2925 1.2618  -0.296
84 C 0.4228 5.6995 1.7314  -0.311
85 H -2.2199 11.5135 0.1938  0.356
86 H -1.0623 10.7994 -0.9903  0.328
87 H -0.7029 12.2995 -0.1792  0.399
88 H -0.4612 11.0448 2.0083  0.326
89 H 0.6999 10.8103 0.7010  0.325
90 H -2.7834 9.1906 0.8762  0.366
91 H -2.2831 6.4153 1.3061  0.712
92 H 1.3969 8.4345 1.1860  0.393
93 H 0.1304 5.0373 0.9164  -0.029
94 H 0.1665 5.2932 2.7098  0.257
95 H 1.5042 5.8075 1.6476  0.131
96 C 2.4602 4.1645 -7.2716  -1.175
97 C 2.5409 2.9840 -6.2635  -0.112
98 N 2.7509 3.4827 -4.8044  0.271
99 C 3.8926 4.1497 -4.2530  -0.711
100 C 3.6046 4.4728 -2.8873  -0.500
101 N 2.3858 3.7238 -2.6189  0.329
102 C 1.9112 3.2075 -3.7651  -0.286
103 C 1.7405 3.6741 -1.2513  0.393
104 H 1.9725 3.7662 -8.1613  0.386
105 H 3.4278 4.6415 -7.4275  0.327
106 H 1.9956 5.0151 -6.7728  0.347
107 H 3.3590 2.2669 -6.3321  0.442
108 H 1.6751 2.3233 -6.2193  -0.092
109 H 4.6775 4.3148 -4.9763  0.457
110 H 4.0756 5.0786 -2.1273  0.510
111 H 0.9142 2.8068 -3.8734  0.545
112 H 2.5603 3.6560 -0.5332  -0.513
113 H 0.9587 2.9217 -1.1473  -0.413
114 H 1.2142 4.6285 -1.2539  0.623
115 B 3.4654 -4.2070 1.5457  -0.084
116 F 4.8485 -4.3625 1.4915  -0.370
117 F 3.0728 -5.0488 2.4871  -0.415
118 F 2.8853 -2.9710 1.6732  -0.217
119 F 2.9852 -4.6713 0.3639  0.089
120 B 1.8018 -5.1853 -3.2138  0.041
121 F 2.2386 -6.2847 -3.8777  -0.352
122 F 0.5342 -5.5276 -2.7884  -0.105
123 F 2.6766 -5.0229 -2.2204  0.020
124 F 1.7535 -4.0002 -4.0130  -0.302
125 C -6.5480 0.1781 1.5823  0.330
126 F -7.0412 -0.1729 0.3316  -0.235
127 F -7.4678 0.7338 2.3500  -0.195
128 F -6.0637 -0.9496 2.0869  -0.215
129 S -5.0970 1.4148 1.2815  1.000
130 O -4.5291 1.5852 2.6121  -0.732
131 O -4.2032 0.8115 0.2817  -0.516
132 O -5.6751 2.6632 0.8135  -0.573
133 C 5.6434 -0.8326 -3.3305  0.262
134 F 6.3224 -0.3271 -2.3259  -0.215
135 F 5.7203 0.0178 -4.3439  -0.227
136 F 6.2112 -1.9394 -3.7246  -0.240
137 S 3.8827 -1.4372 -2.8983  1.161
138 O 3.1824 -1.8944 -4.1136  -0.582
139 O 4.1699 -2.4613 -1.9306  -0.631
140 O 3.2630 -0.2635 -2.2116  -0.516
141 C -3.5657 5.1797 4.0927  0.478
142 F -2.3188 5.1222 3.5521  -0.180
143 F -3.9307 3.9612 4.4378  -0.171
144 F -3.5910 5.8731 5.1964  -0.260
145 S -4.8942 6.0692 2.9554  0.882
146 O -4.3368 7.4046 2.8904  -0.642
147 O -5.0118 5.3563 1.6329  -0.421
148 O -6.1160 5.9835 3.8168  -0.682
149 C 2.6248 0.9762 5.3668  0.602
150 F 2.7795 0.6267 6.6160  -0.273
151 F 3.7762 0.9199 4.6917  -0.180
152 F 1.8314 0.0569 4.8973  -0.187
153 S 1.9296 2.7611 5.2267  1.047
154 O 2.9062 3.6088 5.8840  -0.649
155 O 1.7127 3.0029 3.8023  -0.555
156 O 0.6644 2.7794 5.8885  -0.750
157 C -2.3760 2.3327 -2.6775  0.253
158 F -1.0664 2.0471 -2.9201  0.018
159 F -3.0041 2.9718 -3.6762  -0.220
160 F -2.9620 1.1578 -2.3924  -0.110
161 S -2.3619 3.6506 -1.2136  0.932
162 O -1.5862 3.0716 -0.0662  -0.311
163 O -1.5428 4.7579 -1.7551  -0.709
164 O -3.7642 4.0984 -0.8900  -0.597
165 C -1.3454 -0.1806 -6.7285  0.222
166 F -1.7331 1.0874 -6.4200  -0.196
167 F -2.4131 -1.0377 -6.8928  -0.200
168 F -0.5537 -0.1176 -7.8466  -0.232
169 S -0.2121 -0.7821 -5.2578  0.888
170 O 0.6082 0.3834 -4.8994  -0.227
171 O -1.2208 -1.1395 -4.2544  -0.589
172 O 0.5349 -1.9481 -5.7494  -0.648
173 C 4.8992 3.5844 1.3658  0.420
174 F 3.7979 2.8930 1.8196  -0.151
175 F 5.2813 2.8564 0.3087  -0.212
176 F 4.5884 4.8537 0.9646  -0.258
177 S 6.3347 3.6338 2.7006  1.162
178 O 5.7341 4.3645 3.8458  -0.655
179 O 6.5805 2.1807 2.8724  -0.660
180 O 7.4710 4.3935 2.1734  -0.700